(1)
A 2-piece molecular cluster, Br2FOP overall, computed with the ωB97M-V functional and the def2-TZVPD basis.

**Molar mass**: 225.78 g/mol
**Highest occupied orbital energy (alpha / beta)**: -10.93 / -10.94 eV
**Electronic energy**: -5664.3241 a.u.
**Strongest force on any atom**: 1.6 eV/Å
**Energy relative to the best compared isomer or geometry (same formula, charge and spin)**: 91.15 kcal/mol

Last column: Löwdin charge in e.
Element x y z (Å)
O1 2.496 0.756 1.178  -0.2478
F1 0.027 0.473 -1.424  -0.4030
P1 -0.037 0.081 0.070  0.1424
Br1 -2.083 0.862 0.171  0.3017
Br2 -0.404 -2.173 0.005  0.2067


(2)
A 3-piece molecular cluster, C18H32F6INO9P overall, computed with the ωB97M-V functional and the def2-TZVPD basis.

**Molar mass**: 678.32 g/mol
**Highest occupied orbital energy**: -11.93 eV
**Electronic energy**: -2674.9970 a.u.
**Charge**: +1
**Strongest force on any atom**: 0.5 eV/Å

Last column: Löwdin charge in e.
Element x y z (Å)
C1 -6.315 0.313 -1.881  -0.0623
C2 -5.268 -0.117 -2.896  -0.2721
O1 -4.952 -1.489 -2.712  -0.1442
C3 -3.597 -1.837 -2.894  -0.1801
C4 -3.112 -1.904 -4.352  -0.1509
O2 -1.813 -1.356 -4.511  -0.1273
C5 -1.704 -0.052 -5.036  -0.1621
C6 -1.654 1.080 -3.994  -0.1561
O3 -1.144 0.606 -2.753  -0.1612
C7 -0.629 1.625 -1.934  -0.1957
C8 -0.183 1.002 -0.576  -0.5398
P1 1.729 1.080 -0.605  0.6204
O4 1.830 2.316 0.448  -0.3522
I1 2.451 -0.824 0.774  0.5556
C9 -0.795 -0.373 -0.319  -0.1242
N1 -2.178 -0.042 0.182  0.1440
C10 -2.099 1.453 0.517  -0.0971
O5 -0.744 1.733 0.532  -0.0645
H1 -7.322 0.050 -2.202  0.0807
H2 -6.125 -0.179 -0.923  0.0753
H3 -6.281 1.393 -1.726  0.0755
H4 -4.356 0.485 -2.786  0.0945
H5 -5.640 0.031 -3.915  0.1243
H6 -3.490 -2.815 -2.416  0.1320
H7 -2.938 -1.127 -2.383  0.0847
H8 -3.844 -1.408 -5.001  0.1277
H9 -3.045 -2.945 -4.670  0.1308
H10 -2.548 0.148 -5.708  0.1289
H11 -0.791 -0.041 -5.632  0.1305
H12 -2.649 1.507 -3.826  0.1148
H13 -1.010 1.885 -4.367  0.1316
H14 0.223 2.118 -2.420  0.1110
H15 -1.380 2.407 -1.760  0.1328
H16 2.644 2.818 0.306  0.0467
H17 -0.789 -1.091 -1.132  0.1446
H18 -0.289 -0.814 0.535  0.0285
H19 -2.935 -0.264 -0.468  0.1624
H20 -2.330 -0.593 1.026  0.1457
H21 -2.579 1.651 1.472  0.1566
H22 -2.643 1.970 -0.274  0.1354
C11 1.826 -4.737 2.882  -0.0528
C12 1.050 -4.031 3.967  -0.1726
O6 -0.125 -3.367 3.421  0.0215
C13 -1.179 -4.132 3.221  -0.4145
O7 -1.311 -5.297 3.425  0.1938
C14 -2.342 -3.266 2.676  -0.5200
F1 -1.890 -2.422 1.698  0.1045
F2 -2.852 -2.493 3.634  0.1816
F3 -3.297 -4.002 2.152  0.2022
H23 2.104 -4.039 2.092  0.0533
H24 2.737 -5.159 3.305  0.0904
H25 1.244 -5.548 2.446  0.0838
H26 1.622 -3.223 4.417  0.1271
H27 0.725 -4.716 4.748  0.1293
C15 6.761 4.749 4.203  -0.0565
C16 7.686 4.001 3.273  -0.1757
O8 7.008 2.866 2.665  0.0411
C17 6.257 3.130 1.620  -0.4134
O9 6.047 4.184 1.098  0.1717
C18 5.652 1.815 1.071  -0.5461
F4 5.118 1.067 2.035  0.1301
F5 6.577 1.101 0.436  0.1872
F6 4.676 2.104 0.190  0.1022
H28 6.360 4.081 4.964  0.0849
H29 7.316 5.544 4.701  0.0871
H30 5.934 5.200 3.656  0.0790
H31 8.521 3.553 3.806  0.1279
H32 8.070 4.638 2.479  0.1273


(3)
A 2-piece molecular cluster, C15H26O7P overall, computed with the ωB97M-V functional and the def2-TZVPD basis.

**Molar mass**: 349.34 g/mol
**Highest occupied orbital energy**: -3.87 eV
**Electronic energy**: -1455.0923 a.u.
**Charge**: -1
**Strongest force on any atom**: 2.2 eV/Å

Last column: Löwdin charge in e.
Element x y z (Å)
O1 -3.204 2.750 1.760  0.0988
C1 -2.871 1.649 2.178  -0.4401
O2 -3.725 0.749 2.650  0.0779
C2 -5.047 0.832 2.052  -0.4206
C3 -6.026 1.867 2.694  -0.2649
O3 -7.275 1.276 2.957  -0.3711
P1 -7.402 0.008 1.740  0.3850
O4 -5.712 -0.384 2.112  -0.3017
C4 -1.395 1.325 2.188  -0.1311
C5 -0.876 0.131 1.749  -0.0128
C6 0.489 -0.016 1.779  -0.0989
C7 1.321 0.975 2.208  -0.0998
C8 0.792 2.170 2.658  -0.0815
C9 -0.572 2.327 2.638  -0.0382
H1 -4.884 0.984 0.977  0.1323
H2 -6.238 2.665 1.965  0.0989
H3 -5.508 2.372 3.522  0.1116
H4 -8.779 0.396 1.429  -0.0678
H5 -7.924 -0.970 2.662  -0.0409
H6 -7.338 -0.958 0.652  -0.0593
H7 -7.049 0.999 0.723  -0.0180
H8 -1.522 -0.660 1.387  0.1270
H9 0.967 -0.941 1.467  0.0975
H10 2.401 0.868 2.214  0.1020
H11 1.403 2.996 3.005  0.1015
H12 -0.998 3.266 2.972  0.1217
C10 5.164 -3.697 -2.548  -0.1181
O5 4.073 -2.853 -2.842  -0.1958
C11 2.996 -2.920 -1.918  -0.1874
C12 2.517 -1.549 -1.481  -0.1755
O6 3.423 -0.773 -0.709  -0.1223
C13 4.632 -0.326 -1.301  -0.1819
C14 4.501 0.692 -2.422  -0.1963
O7 3.854 0.169 -3.567  -0.1966
C15 2.779 0.950 -4.050  -0.1101
H13 5.063 -4.649 -3.081  0.0848
H14 6.076 -3.205 -2.893  0.0844
H15 5.270 -3.886 -1.476  0.0854
H16 3.266 -3.511 -1.037  0.1213
H17 2.167 -3.426 -2.427  0.1280
H18 1.656 -1.709 -0.827  0.1195
H19 2.140 -0.971 -2.325  0.1107
H20 5.251 -1.171 -1.605  0.1075
H21 5.179 0.165 -0.491  0.1268
H22 5.514 0.989 -2.723  0.1243
H23 3.988 1.582 -2.044  0.1224
H24 2.254 1.467 -3.242  0.0897
H25 2.072 0.280 -4.540  0.0871
H26 3.137 1.677 -4.786  0.0851


(4)
C31H32As2CrNO7P2S4 as an isolated structure, computed with the ωB97M-V functional and the def2-TZVPD basis.

**Molar mass**: 922.65 g/mol
**Highest occupied orbital energy (alpha / beta)**: -6.53 / -6.74 eV
**Multiplicity**: 4
**Electronic energy**: -9573.7192 a.u.
**Strongest force on any atom**: 0.6 eV/Å
**Energy relative to the best compared isomer or geometry (same formula, charge and spin)**: 1.24 kcal/mol

Last column: Löwdin charge in e.
Element x y z (Å)
Cr1 -1.104 -1.540 0.464  0.1576
N1 -4.935 -3.529 -0.864  0.1673
C1 -4.182 -3.435 0.458  -0.4713
C2 -4.999 -3.991 1.611  -0.0698
P1 -3.709 -1.685 0.671  0.3073
O1 -5.143 -0.984 0.755  -0.0997
O2 -2.959 -1.331 -0.599  -0.3563
O3 -2.845 -1.458 1.872  -0.3183
P2 -2.557 -4.345 0.087  0.3789
O4 -2.640 -5.710 0.912  -0.1039
O5 -2.704 -4.637 -1.367  -0.2653
O6 -1.446 -3.545 0.711  -0.3831
H1 -5.720 -4.171 -0.800  0.1584
H2 -4.162 -3.936 -1.506  0.1153
H3 -5.264 -2.631 -1.210  0.1430
H4 -5.928 -3.435 1.746  0.0845
H5 -4.419 -3.902 2.530  0.0974
H6 -5.219 -5.049 1.462  0.0857
H7 -5.104 -0.102 1.163  0.0845
H8 -2.064 -5.690 1.689  0.0973
O7 4.898 -4.454 0.451  -0.0638
C3 3.862 -3.846 0.444  -1.0106
S1 3.086 -3.190 1.897  0.9624
C4 1.700 -2.490 1.089  -1.1640
C5 1.615 -2.653 -0.239  -1.1620
S2 0.388 -1.926 -1.252  0.5870
S3 2.897 -3.556 -1.018  0.9545
S4 0.581 -1.538 2.038  0.5676
C6 0.349 2.354 0.278  -0.3792
C7 1.784 2.252 -0.226  -0.4222
As1 2.774 0.547 0.035  1.3354
C8 3.609 0.967 1.752  -0.3880
C9 4.975 0.798 1.956  -0.1120
C10 5.535 1.011 3.209  -0.0859
C11 4.736 1.395 4.277  -0.0960
C12 3.369 1.549 4.089  -0.0884
C13 2.811 1.327 2.838  -0.1308
C14 4.253 1.045 -1.142  -0.4054
C15 4.967 2.237 -1.032  -0.1189
C16 5.981 2.536 -1.929  -0.0867
C17 6.296 1.642 -2.947  -0.0931
C18 5.595 0.451 -3.062  -0.0865
C19 4.577 0.155 -2.162  -0.1146
As2 -0.992 0.956 -0.083  1.2833
C20 -1.277 1.110 -1.994  -0.3716
C21 -2.555 1.135 -2.545  -0.1195
C22 -2.721 1.176 -3.922  -0.0793
C23 -1.613 1.178 -4.759  -0.0831
C24 -0.338 1.124 -4.216  -0.0695
C25 -0.170 1.083 -2.838  -0.1252
C26 -2.494 1.945 0.665  -0.3594
C27 -3.009 1.548 1.897  -0.1260
C28 -4.059 2.251 2.479  -0.0861
C29 -4.594 3.360 1.838  -0.0841
C30 -4.068 3.773 0.620  -0.0750
C31 -3.023 3.071 0.038  -0.1054
H9 -0.122 3.243 -0.143  0.0714
H10 0.312 2.471 1.360  0.0593
H11 2.365 3.052 0.235  0.0695
H12 1.816 2.424 -1.300  0.0495
H13 5.613 0.500 1.133  0.1002
H14 6.601 0.875 3.350  0.1017
H15 5.173 1.562 5.253  0.0988
H16 2.734 1.831 4.919  0.1007
H17 1.737 1.409 2.718  0.0718
H18 4.741 2.932 -0.231  0.1023
H19 6.531 3.464 -1.833  0.1010
H20 7.091 1.874 -3.646  0.0998
H21 5.841 -0.253 -3.848  0.1022
H22 4.034 -0.781 -2.249  0.0788
H23 -3.424 1.109 -1.902  0.0949
H24 -3.719 1.201 -4.342  0.1020
H25 -1.745 1.207 -5.833  0.1029
H26 0.530 1.100 -4.861  0.1082
H27 0.825 0.994 -2.430  0.0688
H28 -2.603 0.679 2.402  0.0865
H29 -4.448 1.935 3.439  0.1083
H30 -5.411 3.908 2.290  0.1037
H31 -4.471 4.646 0.121  0.1057
H32 -2.623 3.401 -0.911  0.1049


(5)
C13H35F8HfN2O18PS6 as an isolated structure, computed with the ωB97M-V functional and the def2-TZVPD basis.

**Molar mass**: 1061.27 g/mol
**Highest occupied orbital energy**: -15.14 eV
**Electronic energy**: -5556.9852 a.u.
**Charge**: +2
**Strongest force on any atom**: 8.1 eV/Å
**Energy relative to the best compared isomer or geometry (same formula, charge and spin)**: 0.00 kcal/mol

Last column: Löwdin charge in e.
Element x y z (Å)
Hf1 1.109 -1.294 -0.338  2.2181
P1 1.613 4.227 -2.786  0.1703
F1 3.020 4.537 -3.450  -0.1138
F2 1.310 5.739 -2.401  -0.1152
F3 0.790 4.352 -4.154  -0.1299
F4 0.221 3.832 -2.001  -0.2064
F5 1.825 2.615 -3.060  -0.1997
F6 2.438 4.012 -1.359  -0.2041
N1 -0.254 0.111 0.643  -0.3683
S1 -0.545 1.722 0.600  0.4908
O1 0.111 2.501 1.583  -0.1648
O2 -1.751 2.165 0.030  -0.1525
F7 0.507 1.849 -0.584  -0.2045
S2 -1.315 -0.087 1.973  0.5666
O3 -2.691 0.118 1.736  -0.1692
O4 -0.799 0.191 3.258  -0.1989
F8 -1.202 -1.699 2.022  -0.1984
C1 -4.672 2.051 -2.148  0.0573
N2 -5.209 1.093 -1.145  -0.4356
O5 -5.607 0.004 -1.521  0.0457
O6 -5.154 1.391 0.028  0.0792
H1 -3.669 2.400 -1.928  0.0825
H2 -5.405 2.855 -2.123  0.1158
H3 -4.679 1.510 -3.088  0.0925
O7 -2.297 -0.281 -2.457  -0.2484
S3 -1.007 -0.009 -3.006  0.6710
O8 0.148 -0.217 -2.100  -0.4160
O9 -0.737 -0.863 -4.281  -0.2260
C2 -1.728 -1.091 -5.321  -0.1912
C3 -2.939 -1.933 -4.957  -0.0546
C4 -0.922 1.603 -3.739  -0.0564
H4 -1.199 -1.641 -6.096  0.1362
H5 -2.035 -0.150 -5.778  0.1274
H6 -3.389 -1.504 -4.062  0.0571
H7 -2.729 -2.985 -4.781  0.0822
H8 -3.701 -1.876 -5.733  0.1004
H9 0.035 1.574 -4.256  0.0912
H10 -0.904 2.380 -2.971  0.0655
H11 -1.840 1.720 -4.310  0.0975
O10 1.606 -1.758 1.890  -0.4358
S4 2.191 -1.439 3.225  0.6548
O11 3.527 -1.766 3.526  -0.1769
O12 1.924 0.085 3.376  -0.2706
C5 2.471 0.718 4.561  -0.2139
C6 1.563 1.899 4.934  -0.0199
C7 1.023 -2.176 4.353  -0.0561
H12 3.464 1.108 4.342  0.1160
H13 2.566 0.084 5.444  0.1336
H14 1.686 2.576 4.087  0.0724
H15 1.932 2.384 5.834  0.1011
H16 0.526 1.600 5.046  0.0821
H17 1.528 -2.516 5.252  0.0974
H18 0.491 -2.985 3.858  0.0851
H19 0.279 -1.402 4.540  0.0689
O13 -0.966 -2.204 -0.679  -0.4533
S5 -2.248 -2.946 -0.777  0.6733
O14 -2.622 -3.428 -2.054  -0.2052
O15 -2.075 -4.219 0.137  -0.2617
C8 -3.204 -5.163 0.176  -0.2097
C9 -2.737 -6.369 0.972  -0.0433
C10 -3.631 -2.124 0.048  -0.0539
H20 -3.393 -5.409 -0.865  0.1243
H21 -4.059 -4.726 0.690  0.1265
H22 -1.787 -6.719 0.576  0.0886
H23 -3.513 -7.128 0.866  0.0991
H24 -2.683 -6.170 2.041  0.0869
H25 -3.485 -2.209 1.118  0.0790
H26 -4.491 -2.494 -0.502  0.1026
H27 -3.515 -1.063 -0.184  0.0471
O16 4.541 1.270 -0.761  -0.1575
S6 3.729 1.140 0.371  0.6940
O17 2.504 0.284 0.273  -0.4447
O18 4.488 0.408 1.546  -0.2527
C11 5.610 1.074 2.174  -0.2337
C12 6.695 1.605 1.244  -0.0492
C13 3.318 2.715 1.093  -0.0506
H28 6.109 0.419 2.887  0.1371
H29 5.244 1.887 2.810  0.1145
H30 7.540 1.931 1.848  0.1024
H31 6.325 2.425 0.634  0.0732
H32 7.049 0.802 0.599  0.0977
H33 2.530 3.023 0.394  0.0543
H34 4.166 3.388 0.981  0.1070
H35 3.035 2.667 2.139  0.0763


(6)
C4H4Cl2CoN2NdO4 as an isolated structure, computed with the ωB97M-V functional and the def2-TZVPD basis.

**Molar mass**: 418.16 g/mol
**Highest occupied orbital energy (alpha / beta)**: -24.87 / -24.90 eV
**Multiplicity**: 8
**Electronic energy**: -3427.9144 a.u.
**Charge**: +4
**Strongest force on any atom**: 13.0 eV/Å
**Energy relative to the best compared isomer or geometry (same formula, charge and spin)**: 115.59 kcal/mol

Last column: Löwdin charge in e.
Element x y z (Å)
Co1 -0.533 -0.226 -2.923  0.3444
Nd1 0.670 0.548 -0.963  1.4037
Cl1 -1.963 0.898 -1.527  0.4194
Cl2 2.286 -1.412 -0.702  0.0321
C1 -0.752 -1.630 -0.045  -0.0944
C2 -0.298 1.219 -3.862  -0.1415
C3 0.566 -0.973 -4.070  -0.0004
O1 -1.539 -2.232 0.541  0.1957
O2 -0.414 2.075 -4.648  0.3561
O3 1.187 -1.452 -4.944  0.3616
N1 1.172 -0.038 3.082  0.4888
C4 0.133 0.518 2.446  -0.4116
N2 -0.968 0.859 3.122  0.4867
O4 0.159 0.648 1.172  -0.2590
H1 1.197 -0.171 4.086  0.2090
H2 1.969 -0.339 2.519  0.1938
H3 -1.831 1.015 2.600  0.2109
H4 -1.041 0.693 4.115  0.2045